C5H11NO2 | ωB97M-V/def2-TZVPD

```
19
Properties=species:S:1:pos:R:3:lowdin_charge:R:1
N -1.541 -0.989 0.450 0.183
C -0.573 -1.579 1.317 -0.116
C 0.392 -0.399 1.630 -0.106
C 0.400 0.337 0.284 -0.123
C -1.016 0.165 -0.251 -0.213
C -1.064 -0.085 -1.799 -0.141
O -1.749 0.576 -2.506 0.166
H -2.462 -0.871 0.892 0.194
H -0.901 -2.115 2.188 0.138
H 0.041 -2.286 0.738 0.160
H 1.330 -0.837 1.948 0.127
H 0.020 0.248 2.433 0.131
H 1.176 -0.101 -0.348 0.126
H 0.659 1.398 0.327 0.129
H -1.731 0.962 -0.059 0.176
H -0.409 -0.854 -2.211 0.154
H 1.725 2.090 -1.503 0.014
H 3.077 2.577 -1.918 0.066
O 2.627 1.763 -1.613 -0.066
```

The calculation puts the HOMO energy (alpha / beta) at -14.77 / -14.77 eV. The molar mass is 117.15 g mol⁻¹. As for the LUMO energy (alpha / beta): -3.747 / -8.248 eV. The spin multiplicity is 2. The calculation puts the relative energy (zero: lowest compared OMol25 entry of this formula, charge and spin) at 1.343 eV. The value obtained for the total energy is -10939.13403 eV. For the strongest force on any atom, the calculation gives 1.81 eV Å⁻¹. As for the charge: +1. The expectation value of S² is 0.76.

C4H7ClS | ωB97M-V/def2-TZVPD

```
13
Properties=species:S:1:pos:R:3:lowdin_charge:R:1
C -0.239 -0.075 -1.567 0.018
C 0.298 1.137 -0.099 -0.545
C -0.615 -0.015 -0.121 -0.934
C -0.312 -1.108 0.946 -0.086
S 2.073 1.050 0.180 0.681
Cl -2.333 0.599 0.102 0.599
H -0.727 0.614 -2.180 0.049
H 0.599 -0.506 -1.891 0.029
H 0.044 2.246 -0.362 0.104
H 0.132 -0.685 1.720 0.001
H 0.141 -2.014 0.479 0.105
H -1.244 -1.469 1.459 0.083
H 2.182 0.226 1.333 -0.103
```

The calculation puts the HOMO energy at -8.37 eV. The molar mass is 122.62 g mol⁻¹. As for the LUMO energy: 0.648 eV. The calculation puts the relative energy (zero: lowest compared OMol25 entry of this formula, charge and spin) at 2.613 eV. The value obtained for the total energy is -27616.09724 eV. For the strongest force on any atom, the calculation gives 5.71 eV Å⁻¹.

C3H8O | ωB97M-V/def2-TZVPD

```
12
Properties=species:S:1:pos:R:3:lowdin_charge:R:1
C 1.387 0.816 0.110 -0.128
C 0.460 -0.150 0.833 -0.268
C -0.935 -0.189 0.245 -0.288
H 1.269 0.696 -0.985 0.068
H 1.187 1.895 0.284 0.078
H 2.460 0.590 0.369 0.081
H 0.891 -1.186 0.828 0.117
H 0.421 0.157 1.883 0.105
H -1.456 0.792 0.377 0.129
H -1.539 -0.921 0.779 0.104
H -0.617 -1.314 -1.326 0.086
O -1.011 -0.446 -1.167 -0.085
```

As for the structure (SMILES): CCCO. The calculation puts the HOMO energy at -10.39 eV. The molar mass is 60.10 g mol⁻¹. As for the LUMO energy: 1.033 eV. The calculation puts the relative energy (zero: lowest compared OMol25 entry of this formula, charge and spin) at 0.287 eV. The value obtained for the total energy is -5287.86369 eV. For the strongest force on any atom, the calculation gives 1.29 eV Å⁻¹.

C6H8Cl3F2NO22PdS2 | ωB97M-V/def2-TZVPD

```
45
Properties=species:S:1:pos:R:3:lowdin_charge:R:1
Pd 0.404 0.835 -0.139 1.259
Cl -0.935 -2.918 -0.762 0.583
O -0.113 -4.092 -0.789 -0.352
O -2.097 -3.435 -0.107 -0.352
O -0.288 -1.740 -0.252 -0.397
O -1.269 -2.712 -2.080 -0.332
Cl 0.194 3.917 1.319 0.694
O 0.923 5.088 0.863 -0.308
O 1.096 2.897 1.835 -0.405
O -0.920 4.032 2.272 -0.324
O -0.117 3.154 0.161 -0.437
Cl -1.135 0.945 -3.840 0.723
O -0.835 -0.356 -4.415 -0.088
O -0.658 0.965 -2.502 -0.285
O -0.555 2.023 -4.587 -0.227
O -2.599 0.925 -3.719 -0.153
N 2.081 0.409 -1.342 -0.365
S 3.288 1.180 -1.822 0.399
O 3.231 1.680 -3.167 -0.246
O 4.594 0.853 -1.286 -0.269
F 2.867 2.341 -0.780 -0.220
S 2.648 -0.986 -2.248 0.681
O 3.967 -1.284 -2.791 -0.240
O 1.461 -1.498 -3.032 -0.304
F 2.606 -1.947 -0.930 -0.200
C -4.625 0.390 -0.916 -0.110
C -5.023 1.041 0.368 -0.114
O -3.784 1.436 0.966 0.111
C -2.811 0.688 0.439 -0.480
O -1.616 0.794 0.767 0.032
O -3.297 0.046 -0.606 0.086
H -4.656 1.146 -1.700 0.131
H -5.221 -0.491 -1.152 0.148
H -5.667 0.388 0.956 0.136
H -5.573 1.941 0.094 0.134
C 2.262 -2.703 3.681 -0.117
C 3.121 -1.552 4.166 -0.100
O 2.619 -0.403 3.519 0.162
C 1.865 -0.778 2.571 -0.558
O 1.341 -0.043 1.734 0.055
O 1.722 -2.097 2.537 0.099
H 1.449 -3.113 4.281 0.138
H 2.970 -3.466 3.359 0.134
H 4.091 -1.915 3.828 0.139
H 2.990 -1.582 5.247 0.138
```

The calculation puts the HOMO energy (alpha / beta) at -6.22 / -6.04 eV. The molar mass is 761.02 g mol⁻¹. As for the LUMO energy (alpha / beta): 2.079 / -3.173 eV. The spin multiplicity is 4. The value obtained for the total energy is -121008.25486 eV. For the strongest force on any atom, the calculation gives 9.77 eV Å⁻¹. As for the charge: -1. The expectation value of S² is 3.77.

C60H90F3O44 | ωB97M-V/def2-TZVPD

```
197
Properties=species:S:1:pos:R:3:lowdin_charge:R:1
C -0.533 -34.183 11.505 -0.495
O -1.566 -34.489 12.437 -0.098
O -0.997 -34.185 10.249 -0.176
C 0.282 -32.908 11.954 -0.482
F 1.257 -32.632 11.072 0.114
F -0.423 -31.777 12.199 0.127
F 0.925 -33.089 13.161 0.073
C -1.178 -34.963 13.706 -0.281
C -2.404 -35.538 14.293 -0.062
H -2.145 -35.981 15.257 0.087
H -3.200 -34.794 14.336 0.073
H -2.804 -36.351 13.680 0.054
H -0.800 -34.224 14.423 0.107
H -0.445 -35.780 13.648 0.108
H 0.208 -34.992 11.640 0.125
C 3.556 -30.618 10.417 -0.020
C 4.633 -29.567 10.420 -0.289
C 5.837 -29.900 11.309 -0.098
O 6.959 -29.397 10.586 0.089
C 6.608 -29.339 9.303 -0.581
O 7.292 -29.032 8.375 0.165
O 5.309 -29.680 9.145 0.069
H 4.030 -31.593 10.294 0.098
H 2.923 -30.558 9.527 0.080
H 2.823 -30.524 11.218 0.072
H 4.293 -28.530 10.462 0.161
H 5.933 -30.957 11.557 0.130
H 5.743 -29.378 12.263 0.118
C -3.504 -35.772 6.472 -0.004
C -2.182 -35.018 6.757 -0.324
C -0.984 -35.943 6.932 -0.089
O -0.069 -35.597 5.893 0.091
C -0.597 -34.619 5.154 -0.568
O -0.060 -34.095 4.222 0.166
O -1.801 -34.265 5.640 0.088
H -3.733 -36.406 7.328 0.074
H -3.379 -36.355 5.558 0.093
H -4.313 -35.069 6.278 0.077
H -2.361 -34.479 7.690 0.117
H -1.263 -36.999 6.899 0.132
H -0.530 -35.822 7.918 0.108
C 3.583 -34.264 13.838 0.001
C 4.583 -35.360 13.576 -0.307
C 5.878 -35.060 12.830 -0.084
O 6.915 -35.409 13.723 0.099
C 6.404 -35.953 14.822 -0.569
O 7.062 -36.374 15.720 0.166
O 5.041 -35.915 14.819 0.072
H 4.093 -33.472 14.392 0.091
H 2.765 -34.683 14.422 0.071
H 3.171 -33.818 12.934 0.079
H 4.135 -36.132 12.939 0.128
H 5.866 -33.981 12.635 0.129
H 6.002 -35.549 11.866 0.134
C 3.348 -28.075 14.204 -0.014
C 2.645 -29.290 14.823 -0.307
C 3.037 -30.600 14.139 -0.075
O 3.329 -31.431 15.268 0.048
C 3.409 -30.705 16.385 -0.567
O 3.672 -31.129 17.471 0.154
O 3.099 -29.416 16.154 0.100
H 4.435 -28.173 14.203 0.082
H 3.129 -27.146 14.732 0.084
H 3.014 -27.913 13.176 0.082
H 1.555 -29.229 14.853 0.137
H 3.911 -30.469 13.494 0.112
H 2.230 -31.069 13.582 0.114
C -8.236 -36.972 14.423 -0.028
C -6.942 -37.708 14.677 -0.263
C -5.628 -36.918 14.476 -0.077
O -4.978 -36.966 15.745 0.039
C -5.760 -37.565 16.650 -0.601
O -5.428 -37.865 17.761 0.145
O -6.914 -37.942 16.110 0.082
H -8.477 -36.758 13.379 0.077
H -8.284 -35.991 14.897 0.096
H -9.099 -37.546 14.762 0.086
H -6.901 -38.669 14.165 0.152
H -5.818 -35.853 14.359 0.124
H -5.053 -37.414 13.698 0.128
C -2.943 -33.571 17.835 -0.008
C -2.158 -33.056 19.037 -0.308
C -1.126 -31.954 18.817 -0.051
O -1.362 -31.112 19.963 0.085
C -2.570 -31.376 20.467 -0.582
O -3.080 -30.755 21.359 0.139
O -3.067 -32.520 19.984 0.102
H -3.573 -32.773 17.429 0.082
H -3.550 -34.448 18.044 0.092
H -2.287 -33.754 16.983 0.061
H -1.658 -33.915 19.494 0.140
H -1.344 -31.372 17.920 0.117
H -0.157 -32.427 18.686 0.125
C -2.923 -39.477 15.750 0.001
C -1.846 -39.112 16.766 -0.279
C -1.795 -39.984 18.017 -0.048
O -0.444 -40.500 17.935 0.063
C 0.209 -40.027 16.822 -0.542
O 1.326 -40.361 16.524 0.135
O -0.618 -39.343 16.084 0.094
H -3.885 -39.503 16.268 0.080
H -2.770 -40.449 15.287 0.100
H -2.982 -38.645 15.048 0.067
H -1.857 -38.047 16.995 0.137
H -2.590 -40.723 18.096 0.136
H -1.814 -39.353 18.906 0.125
C 2.797 -35.570 9.468 -0.001
C 3.009 -37.093 9.563 -0.287
C 2.270 -37.602 10.824 -0.108
O 1.671 -38.793 10.367 0.058
C 1.695 -38.852 9.019 -0.574
O 1.172 -39.701 8.377 0.172
O 2.374 -37.806 8.514 0.095
H 2.994 -35.180 10.468 0.071
H 1.792 -35.349 9.105 0.083
H 3.427 -35.057 8.738 0.087
H 4.060 -37.385 9.552 0.152
H 1.507 -36.969 11.285 0.121
H 3.025 -37.722 11.603 0.107
C -1.301 -38.816 12.200 0.007
C -2.324 -38.078 11.368 -0.299
C -1.770 -37.527 10.059 -0.082
O -2.366 -38.350 9.065 0.062
C -3.265 -39.199 9.598 -0.571
O -3.904 -40.014 9.011 0.161
O -3.290 -39.030 10.924 0.086
H -0.619 -38.190 12.776 0.076
H -0.765 -39.514 11.553 0.099
H -1.749 -39.503 12.923 0.078
H -2.844 -37.258 11.865 0.114
H -0.685 -37.598 10.024 0.125
H -2.166 -36.512 10.008 0.114
C -3.316 -30.514 12.331 -0.020
C -3.141 -30.616 13.841 -0.274
C -3.102 -32.033 14.441 -0.074
O -1.960 -31.960 15.267 0.047
C -1.290 -30.825 15.116 -0.576
O -0.235 -30.628 15.660 0.143
O -1.859 -30.077 14.176 0.094
H -2.981 -29.562 11.917 0.090
H -4.370 -30.655 12.078 0.086
H -2.740 -31.229 11.739 0.065
H -3.871 -29.947 14.302 0.154
H -3.008 -32.859 13.739 0.105
H -4.041 -32.092 14.995 0.139
C -4.846 -33.294 9.164 -0.001
C -5.221 -34.453 10.081 -0.296
C -4.604 -34.434 11.478 -0.069
O -5.733 -34.416 12.377 0.049
C -6.868 -34.491 11.651 -0.569
O -7.960 -34.443 12.143 0.144
O -6.602 -34.292 10.367 0.102
H -3.778 -33.313 8.933 0.066
H -5.075 -32.341 9.634 0.092
H -5.308 -33.489 8.196 0.086
H -4.946 -35.398 9.603 0.148
H -4.086 -33.475 11.570 0.115
H -3.853 -35.196 11.671 0.106
C -1.343 -31.232 8.233 -0.005
C 0.122 -31.101 7.823 -0.298
C 0.894 -32.408 7.876 -0.121
O 1.718 -32.356 6.746 0.073
C 1.241 -31.460 5.852 -0.556
O 1.739 -31.209 4.810 0.175
O 0.203 -30.786 6.424 0.072
H -1.907 -30.326 8.021 0.086
H -1.394 -31.463 9.299 0.070
H -1.729 -32.105 7.708 0.073
H 0.588 -30.233 8.299 0.150
H 0.268 -33.301 7.963 0.119
H 1.478 -32.421 8.797 0.105
C 4.208 -39.882 16.817 -0.020
C 4.084 -38.618 15.979 -0.307
C 4.279 -38.955 14.488 -0.071
O 3.101 -38.435 13.886 0.055
C 2.285 -37.895 14.822 -0.541
O 1.201 -37.455 14.587 0.136
O 2.819 -37.999 16.042 0.058
H 3.376 -40.558 16.596 0.064
H 4.078 -39.640 17.872 0.092
H 5.130 -40.404 16.571 0.092
H 4.918 -37.986 16.284 0.135
H 4.393 -40.027 14.338 0.137
H 5.165 -38.445 14.108 0.125
C 1.374 -34.181 16.834 0.001
C 0.850 -35.570 17.054 -0.285
C 1.615 -36.362 18.092 -0.057
O 0.582 -37.057 18.816 0.094
C -0.583 -36.455 18.596 -0.591
O -1.616 -36.717 19.134 0.148
O -0.454 -35.474 17.673 0.060
H 2.277 -34.194 16.218 0.069
H 1.715 -33.709 17.758 0.091
H 0.651 -33.532 16.340 0.085
H 0.770 -36.148 16.129 0.123
H 2.148 -35.762 18.833 0.141
H 2.369 -37.010 17.648 0.118
```

The calculation puts the HOMO energy at -6.79 eV. The molar mass is 1572.33 g mol⁻¹. As for the LUMO energy: 1.271 eV. The calculation puts the relative energy (zero: lowest compared OMol25 entry of this formula, charge and spin) at 1.419 eV. The value obtained for the total energy is -161928.54818 eV. For the strongest force on any atom, the calculation gives 2.56 eV Å⁻¹. As for the charge: -1.